{"formula": "C21H22Cl2NO2", "method": "the ωB97M-V functional and the def2-TZVPD basis", "homo_ev": -11.081, "fmax_ev_per_a": 1.2, "orbital_gap_ev": 5.41, "total_charge": 1, "elements": ["Cl", "C", "C", "C", "C", "C", "C", "C", "C", "C", "C", "C", "Cl", "C", "C", "C", "C", "H", "H", "H", "H", "H", "H", "H", "H", "H", "H", "H", "C", "O", "C", "C", "C", "C", "C", "N", "O", "H", "H", "H", "H", "H", "H", "H", "H", "H", "H", "H"], "coordinates": [[6.4254, 2.3138, 1.8260], [5.0930, 1.5344, 1.0830], [4.6015, 2.0118, -0.1440], [3.4875, 1.4160, -0.7186], [2.8039, 0.3419, -0.0878], [1.6127, -0.2138, -0.6643], [1.0543, -1.4256, -0.2594], [0.0451, -2.0843, -0.9512], [-0.5656, -3.3211, -0.5520], [-1.5912, -3.9080, -1.3445], [-2.2460, -5.0666, -0.9529], [-1.8800, -5.7041, 0.2447], [-2.6930, -7.1322, 0.7259], [-0.8503, -5.1706, 1.0362], [-0.1974, -4.0047, 0.6432], [3.3619, -0.1579, 1.1248], [4.4793, 0.4365, 1.7040], [5.0982, 2.8473, -0.6299], [3.1437, 1.7415, -1.7037], [1.2165, 0.2819, -1.5548], [1.4535, -1.8929, 0.6456], [-0.2761, -1.6741, -1.9150], [-1.8773, -3.4098, -2.2722], [-3.0411, -5.4882, -1.5614], [-0.5771, -5.6824, 1.9554], [0.5966, -3.6017, 1.2706], [2.9263, -1.0347, 1.6029], [4.8874, 0.0612, 2.6413], [-4.7949, 0.9249, 0.8593], [-3.6957, 1.3388, 0.0356], [-2.5138, 1.5331, 0.6293], [-1.4121, 1.8899, -0.3771], [-1.7361, 3.1655, -1.1815], [-0.4749, 4.0502, -1.0867], [0.4580, 3.3746, -0.0482], [-0.1937, 2.1479, 0.3032], [-2.3164, 1.4512, 1.8184], [-5.5679, 0.6091, 0.1588], [-4.5160, 0.0910, 1.5070], [-5.1685, 1.7541, 1.4670], [-1.3209, 1.0082, -1.0443], [-1.9700, 2.8744, -2.2082], [-2.6088, 3.6782, -0.7511], [0.0243, 4.0985, -2.0587], [-0.7281, 5.0746, -0.7878], [1.4672, 3.2076, -0.4484], [0.5747, 4.0086, 0.8378], [0.0017, 1.7062, 1.1840]]}

{"formula": "C5H11NS", "method": "the ωB97M-V functional and the def2-TZVPD basis", "homo_ev": -7.955, "fmax_ev_per_a": 4.2, "orbital_gap_ev": 8.77, "elements": ["C", "C", "C", "C", "C", "N", "S", "H", "H", "H", "H", "H", "H", "H", "H", "H", "H", "H"], "coordinates": [[-2.3582, -0.8973, -0.9337], [-2.2793, -1.5621, 0.3697], [1.8401, 1.9522, -0.1648], [2.0203, 0.4965, 0.2675], [0.6838, -0.3118, 0.2004], [-0.2593, 0.4740, 0.9103], [-1.8020, 0.1221, 0.6416], [-1.6173, -1.0956, -1.5628], [-3.2994, -0.6676, -1.2624], [-3.1091, -1.8278, 0.9044], [-1.6802, -2.4826, 0.5949], [1.8927, 2.0750, -1.1751], [0.8480, 2.4301, 0.0203], [2.4786, 2.7448, 0.3306], [2.3792, 0.6275, 1.3849], [2.7152, -0.2049, -0.2350], [0.5557, -0.5819, -0.8318], [0.9912, -1.2906, 0.5410]]}

{"formula": "C5H10N", "method": "the ωB97M-V functional and the def2-TZVPD basis", "homo_ev": -14.857, "fmax_ev_per_a": 4.9, "orbital_gap_ev": 11.59, "total_charge": 1, "elements": ["C", "C", "C", "C", "C", "N", "H", "H", "H", "H", "H", "H", "H", "H", "H", "H"], "coordinates": [[3.0404, 0.1713, -0.2935], [-2.0091, 0.7040, -0.5939], [2.2906, 0.8185, 0.4719], [-1.4525, 0.2621, 0.7022], [-0.3868, -0.5316, 0.8978], [0.2979, -1.1859, -0.2138], [3.6104, -0.0165, -1.1617], [-1.3167, 0.7996, -1.3149], [-2.7739, 0.0826, -0.8834], [-2.3815, 1.6485, -0.5906], [1.7635, 1.1009, 1.3573], [-2.0488, 0.8344, 1.3787], [0.1400, -0.8988, 1.7358], [-0.1016, -2.1500, -0.2364], [1.3363, -0.8442, -0.2245], [-0.0081, -0.7948, -1.0311]]}

{"formula": "C8H12N2O2S", "method": "the ωB97M-V functional and the def2-TZVPD basis", "homo_ev": [-7.230, -7.229], "fmax_ev_per_a": 5.9, "orbital_gap_ev": [6.09, 6.09], "elements": ["C", "C", "C", "C", "C", "C", "C", "C", "N", "N", "O", "O", "S", "H", "H", "H", "H", "H", "H", "H", "H", "H", "H", "H", "H"], "coordinates": [[3.2061, -1.8160, 0.4964], [2.3763, -1.0209, 1.2894], [3.1489, 0.0899, -0.4242], [1.8619, 1.3071, 1.2695], [-0.9168, 0.8743, 0.5378], [-1.6502, 0.1182, -0.2081], [-2.1142, -1.2490, -2.1250], [-3.8151, 0.9023, 0.7949], [3.6470, -1.1090, -0.6238], [2.3872, 0.2390, 0.6916], [-1.2225, -0.7864, -1.0705], [-3.0301, 0.0366, 0.0000], [3.2052, 1.4223, -1.6424], [3.4797, -2.7475, 0.6401], [1.8144, -1.2062, 2.2603], [2.0187, 2.2668, 0.8235], [1.7076, 1.1984, 2.2762], [4.1791, 0.7768, -2.4244], [-1.1723, 1.5726, 1.3088], [-2.8273, -0.3832, -2.2651], [-2.7241, -2.0620, -1.6204], [-1.5775, -1.6765, -2.8981], [-4.9104, 0.7596, 0.5130], [-3.5826, 1.9723, 0.6650], [-3.4891, 0.5206, 1.7353]]}

{"formula": "C5H12N2", "method": "the ωB97M-V functional and the def2-TZVPD basis", "homo_ev": -8.862, "smiles": "N/C=C/N.C=CC", "fmax_ev_per_a": 2.1, "orbital_gap_ev": 9.91, "elements": ["N", "C", "C", "N", "H", "H", "H", "H", "H", "H", "C", "C", "C", "H", "H", "H", "H", "H", "H"], "coordinates": [[1.7842, -0.4566, -1.1285], [0.4051, -0.2910, -1.5586], [-0.0018, -0.3775, -2.8577], [-1.3691, -0.1256, -3.2168], [1.8435, -1.4184, -0.7438], [2.0648, 0.1899, -0.3777], [-0.3418, 0.0117, -0.8437], [0.6231, -0.7530, -3.6364], [-1.7600, -0.9018, -3.7426], [-1.5236, 0.7123, -3.7976], [-0.6090, 1.7048, 2.1111], [-0.5277, 0.3594, 1.9775], [0.3431, -0.5635, 2.8379], [-1.4711, 2.2581, 1.7159], [0.0561, 2.2238, 2.8474], [-1.1877, -0.1315, 1.2627], [1.1223, -1.0761, 2.2114], [0.8455, -0.0394, 3.6606], [-0.2959, -1.3257, 3.2789]]}

{"formula": "C4H8N2", "method": "the ωB97M-V functional and the def2-TZVPD basis", "homo_ev": -10.496, "smiles": "C/C=N/CC#N.[H][H]", "fmax_ev_per_a": 1.1, "orbital_gap_ev": 11.52, "elements": ["C", "C", "N", "C", "C", "N", "H", "H", "H", "H", "H", "H", "H", "H"], "coordinates": [[1.7672, 1.0065, -0.3087], [0.3867, 0.6838, 0.1649], [-0.4024, -0.0147, -0.5402], [-1.7264, -0.3436, -0.0461], [-2.0736, 0.1389, 1.3070], [-2.3089, 0.5244, 2.3718], [2.5013, 0.6301, 0.4125], [1.9487, 0.5525, -1.2855], [1.9036, 2.0926, -0.3752], [0.1016, 1.0673, 1.1550], [-1.8260, -1.4344, -0.0561], [-2.4699, 0.0431, -0.7516], [1.2727, -2.8022, -1.0099], [0.9254, -2.1441, -1.0380]]}

{"formula": "C5H3N2O", "method": "the ωB97M-V functional and the def2-TZVPD basis", "homo_ev": -14.911, "fmax_ev_per_a": 4.4, "orbital_gap_ev": 7.26, "total_charge": 1, "elements": ["C", "C", "C", "C", "C", "N", "N", "O", "H", "H", "H"], "coordinates": [[-2.1076, 0.3859, 0.1201], [0.0468, 0.4491, -0.0035], [-0.4562, -0.9638, -0.0620], [1.4859, 0.6969, -0.0438], [0.4060, -1.9764, 0.1801], [-1.0188, 1.1730, 0.0193], [2.3936, -0.1121, -0.0113], [-1.8001, -0.8738, -0.1129], [-3.2442, 0.6081, 0.1187], [1.6065, 1.7154, -0.2230], [2.6880, -1.1026, 0.0183]]}

{"formula": "C5H7NO", "method": "the ωB97M-V functional and the def2-TZVPD basis", "homo_ev": -9.407, "fmax_ev_per_a": 0.5, "orbital_gap_ev": 10.28, "elements": ["O", "C", "C", "C", "C", "N", "C", "H", "H", "H", "H", "H", "H", "H"], "coordinates": [[2.4299, 0.1508, 0.0591], [1.2322, 0.5109, -0.5646], [0.1579, -0.5525, -0.7724], [-0.3063, -0.4977, 0.7110], [-1.7228, -0.2853, 0.2131], [-0.9430, 0.5086, -0.8138], [0.0338, 0.9477, 0.2820], [2.2359, -0.5340, 0.7150], [1.4763, 1.1395, -1.4237], [0.1229, -1.4054, -1.4571], [0.0776, -1.0262, 1.5908], [-2.2551, -1.1401, -0.2204], [-2.3977, 0.3199, 0.8282], [-0.1416, 1.8636, 0.8527]]}